The molecule CH5NOS in a non-equilibrium geometry. Source: the Open Molecules 2025 dataset; level of theory: ωB97M-V with the def2-TZVPD basis set.

```
! wB97M-V def2-TZVPD RIJCOSX def2/J DEFGRID3
* xyz 0 1
C -0.20453 -1.10348 0.16602
N 1.09240 1.21832 1.08471
O 1.88416 0.15950 -1.15304
S 1.62242 -0.26879 0.20265
H 0.09331 -1.89588 -0.50748
H -0.85320 -0.43829 -0.42610
H -0.55964 -1.36037 1.13512
H 1.17644 1.26131 2.13115
H 1.73074 2.06313 0.84217
*
```

Output
HOMO level, Ha: -0.32641
HOMO-LUMO gap, eV: 9.622
F_max, eV Å⁻¹: 3.43
LUMO energy, eV: 0.74

C33H38ErN2O6S2 as an isolated structure in a non-equilibrium geometry. Source: the Open Molecules 2025 dataset; level of theory: ωB97M-V with the def2-TZVPD basis set.

```
! wB97M-V def2-TZVPD RIJCOSX def2/J DEFGRID3
* xyz 3 4
Er 0.22282 0.39722 -0.56504
O -4.77711 3.59920 4.62450
C -4.13652 2.49143 4.84451
O -4.50975 1.55796 5.50984
C -2.83150 2.25173 3.96097
C -1.73473 1.69173 4.64734
C -0.62139 1.25750 3.94769
C -0.60854 1.40869 2.56234
C -1.69202 1.95862 1.86774
C -2.82633 2.39153 2.56044
N 0.52743 0.95941 1.77107
C 1.72662 1.02317 2.20451
C 2.86240 0.64095 1.37346
C 4.12068 0.52428 1.90583
C 5.23445 0.32516 1.02511
C 5.01715 0.13987 -0.31803
C 3.68240 0.08979 -0.72954
N 2.63205 0.35274 0.05703
H -4.24490 4.23209 4.03219
H -1.85812 1.58246 5.71722
H 0.16494 0.86019 4.56388
H -1.63958 2.03769 0.75983
H -3.67239 2.85159 2.03439
H 1.98086 1.46723 3.16762
H 4.31875 0.78892 2.92074
H 6.20035 0.43202 1.47368
H 5.83439 -0.00378 -0.98862
H 3.42985 -0.07740 -1.77977
O -1.00528 -1.04130 0.19774
S -2.39916 -1.67181 0.55987
C -2.17375 -3.40155 0.02457
C -1.71274 -3.53061 -1.42714
C -0.20752 -3.86931 -1.57886
C 0.34543 -3.37134 -2.95955
S 1.63530 -2.12976 -2.60641
O 0.83269 -0.94454 -2.12673
C 2.33187 -1.57205 -4.14505
C 1.75501 -0.48762 -4.80352
C 2.42948 0.04781 -5.86981
C 3.66288 -0.46190 -6.23112
C 4.19521 -1.61468 -5.57814
C 3.51624 -2.15421 -4.46840
C -2.28301 -1.71006 2.32905
C -1.11764 -2.12434 2.95314
C -1.02389 -2.07620 4.31697
C -2.10498 -1.61520 5.04367
C -3.29304 -1.17606 4.41830
C -3.37776 -1.23697 3.01595
H -3.12288 -3.90798 0.16343
H -1.45444 -3.82112 0.73707
H -1.94210 -2.59671 -1.97877
H -2.31232 -4.31527 -1.87059
H -0.00624 -4.93910 -1.33061
H 0.29251 -3.39301 -0.68528
H -0.41559 -2.74018 -3.41747
H 0.68535 -4.11704 -3.62781
H 0.78444 -0.11869 -4.45045
H 2.00349 0.81710 -6.45870
H 4.18934 0.05527 -7.02852
H 5.14827 -1.96879 -5.89011
H 3.89413 -2.97527 -3.94104
H -0.26929 -2.48190 2.36766
H -0.09083 -2.40115 4.85231
H -2.07998 -1.60632 6.12684
H -4.08386 -0.77981 5.11455
H -4.26839 -0.80235 2.53868
C 1.70703 3.59156 -0.45096
O 0.86523 2.54953 -1.09772
C 0.12820 3.01528 -2.24196
C -1.33544 2.77198 -2.07046
O -1.52660 1.35222 -1.93887
C -2.92797 0.94025 -1.81131
H 1.11691 4.32892 0.04911
H 2.49763 3.89598 -1.14099
H 2.22092 3.05166 0.38106
H 0.50111 2.46914 -3.15061
H 0.30001 4.11774 -2.40653
H -1.87566 3.10321 -2.98622
H -1.67644 3.30575 -1.17871
H -2.85362 -0.06155 -2.28556
H -3.58682 1.57625 -2.35393
H -3.31365 0.99413 -0.75299
*
```

Output
HOMO level (alpha / beta), Ha: -0.60382 / -0.60385
HOMO-LUMO gap (alpha / beta), eV: 7.537 / 7.539
F_max, eV Å⁻¹: 3.38
LUMO energy (alpha / beta), eV: -8.89 / -8.89

C52H53N6O3SSiV as an isolated structure. Source: the Open Molecules 2025 dataset; level of theory: ωB97M-V with the def2-TZVPD basis set.

```
! wB97M-V def2-TZVPD RIJCOSX def2/J DEFGRID3
* xyz -1 4
V -0.16939 0.39008 -0.06119
C 3.09027 1.28989 0.11087
O 1.96519 0.99247 -0.70186
C 2.14452 1.04450 -2.07147
C 3.29143 1.48455 -2.68974
C 3.35219 1.49913 -4.08737
C 2.26133 1.06319 -4.81972
C 1.11010 0.60307 -4.19331
C 1.01715 0.59743 -2.79509
N -0.03849 0.14144 -2.05397
N -1.00687 -0.44252 -2.80393
C -1.62854 -1.48521 -2.23836
C -1.23290 -2.11842 -1.01836
O -0.37737 -1.60563 -0.17532
C -1.76526 -3.40624 -0.72574
C -2.71179 -4.00939 -1.49894
C -3.22803 -3.34753 -2.64976
C -4.26725 -3.90803 -3.42195
C -4.77622 -3.25046 -4.51170
C -4.25331 -1.99499 -4.86817
C -3.23736 -1.43281 -4.13607
C -2.69712 -2.09130 -3.01236
H 3.92840 0.64037 -0.15245
H 2.78600 1.09593 1.13333
H 3.37743 2.33806 -0.00973
H 4.13613 1.82270 -2.10500
H 4.24918 1.84860 -4.58219
H 2.30788 1.05951 -5.90273
H 0.27305 0.22286 -4.76019
H -1.38074 -3.88256 0.16871
H -3.10014 -4.98790 -1.23902
H -4.66418 -4.87406 -3.12803
H -5.57997 -3.69003 -5.08999
H -4.65941 -1.46358 -5.72068
H -2.83602 -0.46305 -4.39741
C -4.24657 0.91122 2.20602
Si -3.34803 -0.21064 0.96786
C -2.49076 -1.48637 2.05474
C -4.65562 -1.10613 -0.07191
N -2.22379 0.72917 0.02398
C -2.71558 1.85042 -0.60032
C -4.08762 2.07642 -0.87152
C -4.57870 3.25092 -1.41502
C -3.72623 4.29344 -1.73675
C -2.36420 4.10599 -1.53616
C -1.88165 2.91544 -1.02864
O -0.50629 2.74157 -0.81522
C 0.38669 3.50939 -1.53406
C 1.39767 4.14202 -0.82989
C 2.35762 4.87337 -1.51881
C 2.29760 4.97523 -2.89906
C 1.27834 4.33313 -3.59261
C 0.31891 3.59819 -2.91821
H -4.69760 0.29265 2.98828
H -5.02947 1.53264 1.77299
H -3.52112 1.57686 2.68507
H -3.09735 -2.39668 2.06048
H -2.42765 -1.13113 3.08629
H -1.49335 -1.75408 1.71034
H -4.53352 -2.18843 0.00729
H -4.57224 -0.85597 -1.13065
H -5.66989 -0.85631 0.25604
H -4.79261 1.28887 -0.65542
H -5.64492 3.34155 -1.58763
H -4.09638 5.22477 -2.14408
H -1.66509 4.89319 -1.78676
H 1.43074 4.03274 0.24425
H 3.15378 5.36185 -0.96997
H 3.04958 5.53701 -3.43832
H 1.24294 4.38363 -4.67323
H -0.46878 3.07786 -3.44635
C 5.82313 -1.71532 -3.52443
C 4.68823 -2.70338 -3.22220
C 5.03756 -4.07409 -3.81615
C 3.41213 -2.19831 -3.89578
C 4.52163 -2.79901 -1.70529
C 5.47644 -3.49559 -0.93836
C 5.39838 -3.59848 0.43597
C 4.33798 -2.97108 1.08273
S 3.92336 -2.89791 2.76286
C 2.50517 -1.92244 2.34023
N 2.38359 -1.67187 1.08706
C 3.38911 -2.25991 0.34500
C 3.47245 -2.18140 -1.04650
C 1.57845 -1.46734 3.38944
C 1.65648 -2.06239 4.65145
C 0.79885 -1.71856 5.67728
C -0.18026 -0.76077 5.44469
C -0.27241 -0.15165 4.21082
C 0.60825 -0.46248 3.16443
H 5.98912 -1.64656 -4.60282
H 6.75658 -2.03171 -3.05200
H 5.56739 -0.71969 -3.15745
H 5.06523 -4.00257 -4.90552
H 4.28828 -4.81969 -3.54353
H 6.01398 -4.43455 -3.48829
H 3.54857 -2.19187 -4.97956
H 3.17028 -1.17852 -3.60044
H 2.55413 -2.83301 -3.66317
H 6.31278 -3.96757 -1.43793
H 6.15309 -4.14297 0.98869
H 2.68940 -1.64424 -1.56427
H 2.39721 -2.83385 4.82661
H 0.87816 -2.20748 6.63919
H -0.88347 -0.49607 6.22493
H -1.04801 0.57851 4.01422
C -0.16812 3.74418 2.32578
N 0.51407 2.47854 2.52226
C 1.33615 2.40154 3.71268
C 0.19296 1.44322 1.71219
N 0.44647 0.18453 1.94493
H -0.89164 3.92123 3.12945
H -0.70153 3.71321 1.38036
H 0.54163 4.57796 2.32563
H 0.75240 2.29188 4.63323
H 1.92155 3.32207 3.78321
H 2.02103 1.55879 3.64666
*
```

Output
HOMO level (alpha / beta), Ha: -0.10440 / -0.15167
HOMO-LUMO gap (alpha / beta), eV: 5.027 / 6.313
F_max, eV Å⁻¹: 0.51
LUMO energy (alpha / beta), eV: 2.19 / 2.19